Record 1
{"formula": "C2H4I2N2O", "method": "the ωB97M-V functional and the def2-TZVPD basis", "elements": ["C", "C", "N", "N", "O", "I", "I", "H", "H", "H", "H"], "positions_angstrom": [[-2.87193, 0.00003, 0.00653], [0.29409, -0.77427, 0.05977], [-0.81160, -1.01844, -0.98406], [-2.10301, -0.61332, -0.65392], [-3.80814, 0.49141, 0.54543], [0.07855, 1.43095, -3.47032], [-1.42985, 3.33601, -2.27176], [1.13905, -0.53827, -0.66893], [-0.23125, -0.03481, 0.58974], [0.38508, -1.66796, 0.61754], [-0.90517, -1.95855, -1.31731]], "atomic_forces_ev_per_a": [[-0.98, 0.00, 0.26], [-1.48, -0.76, -4.13], [-0.15, 0.71, 0.19], [0.89, -0.59, -0.14], [0.81, 0.07, -0.15], [-0.36, 0.56, 0.23], [0.38, -0.53, -0.27], [-0.65, 0.13, 1.96], [0.73, 1.53, 1.14], [0.67, -0.73, 0.84], [0.13, -0.39, 0.06]], "largest_force_ev_per_a": 4.4, "e_homo_ev": -8.68, "de_lowest_kj_mol": 48.00, "multiplicity": 1}

***

Record 2
{"formula": "C2H4I2N2O", "method": "the ωB97M-V functional and the def2-TZVPD basis", "elements": ["C", "C", "N", "N", "O", "I", "I", "H", "H", "H", "H"], "positions_angstrom": [[-2.14149, 0.66834, -0.67274], [1.07859, 0.03483, 0.76950], [-0.13135, 0.43754, 0.68631], [1.72303, -0.58338, -0.31346], [-2.88855, 0.95538, 0.19163], [3.34568, -1.81135, -0.01638], [-2.04692, -1.35316, -1.42280], [-1.25339, 1.27096, -1.06084], [1.75950, 0.35215, 1.53384], [-0.58980, 1.11729, 1.28031], [1.14471, -1.08860, -0.97538]], "atomic_forces_ev_per_a": [[1.35, 0.30, 0.27], [-0.98, 1.29, -0.76], [1.05, -1.08, -0.99], [-0.08, -0.50, 0.50], [-0.29, 0.35, -0.43], [-0.25, 0.34, 0.24], [-0.15, -0.19, -0.38], [-1.49, -0.50, 0.02], [0.51, -0.12, 0.65], [0.85, -0.31, 0.76], [-0.52, 0.41, 0.12]], "largest_force_ev_per_a": 1.8, "e_homo_ev": -9.39, "de_lowest_kj_mol": 41.83, "multiplicity": 1}

***

Record 3
{"formula": "C2H4I2O", "method": "the ωB97M-V functional and the def2-TZVPD basis", "elements": ["C", "C", "O", "I", "I", "H", "H", "H", "H"], "positions_angstrom": [[-0.43587, -0.10596, 0.53141], [1.82575, -0.08813, -2.01844], [0.51511, -0.93666, 0.13553], [3.56879, -0.08490, -0.88247], [0.66810, 1.63844, -2.13044], [-1.29630, -0.31779, -0.24149], [-0.12745, 0.98826, 0.59172], [-0.88899, -0.34304, 1.53746], [1.34672, -1.08519, -2.16176]], "atomic_forces_ev_per_a": [[-2.18, 0.06, -1.42], [-1.27, -0.16, 2.61], [2.42, -0.45, -0.54], [-0.79, -0.03, -0.80], [0.77, -1.12, -0.29], [0.48, 1.32, 1.37], [-0.38, -0.63, -0.12], [0.54, 0.03, -0.52], [0.42, 0.98, -0.29]], "largest_force_ev_per_a": 2.9, "e_homo_ev": [-8.16, -8.18], "de_lowest_kj_mol": 485.74, "multiplicity": 1}

***

Record 4
{"formula": "C2H4INO2", "method": "the ωB97M-V functional and the def2-TZVPD basis", "elements": ["C", "C", "N", "O", "O", "I", "H", "H", "H", "H"], "positions_angstrom": [[-0.13906, 0.12788, -0.98651], [0.57185, -0.72387, 1.11369], [-1.01503, 1.01098, -0.57240], [-2.22359, 0.79543, -0.69590], [-0.56829, 2.03950, -0.05046], [2.59171, -1.32725, 0.94597], [0.88044, 0.27488, -1.26072], [-0.43045, -0.77541, -1.47322], [0.55408, 0.01597, 1.84636], [-0.22164, -1.43811, 1.13320]], "atomic_forces_ev_per_a": [[4.57, -5.72, 1.29], [0.27, -0.21, -3.32], [-2.87, 4.12, 1.48], [0.43, -0.30, -0.04], [-0.20, -0.04, -0.15], [-0.93, -0.04, -0.11], [0.31, 1.57, 0.11], [-1.15, -0.27, -0.02], [-0.44, 1.57, 0.67], [0.02, -0.68, 0.09]], "largest_force_ev_per_a": 7.4, "e_homo_ev": [-9.53, -9.52], "de_lowest_kj_mol": 596.06, "multiplicity": 1}

***

Number 2 is which compound? C2H4I2N2O

***

What is the formula in the fourth record? C2H4INO2